(1)
8
Properties=species:S:1:pos:R:3 method="wB97M-V/def2-TZVPD" de_lowest_kcal_mol=39.47 spin_multiplicity=3 s_squared=2.0076 homo_lumo_gap_ev="5.5 / 7.5" homo_ev="-6.492 / -10.225" total_charge=0
C 1.501 -0.356 0.261
N 0.780 -0.609 -0.738
O -0.569 -0.663 -0.728
O -0.899 1.707 -0.691
S -1.074 0.631 0.192
I -3.436 -0.076 0.315
H 2.552 -0.168 0.092
H 1.145 -0.467 1.296

---

(2)
6
Properties=species:S:1:pos:R:3 method="wB97M-V/def2-TZVPD" de_lowest_kcal_mol=26.83 spin_multiplicity=3 s_squared=2.0105 homo_lumo_gap_ev="6.2 / 6.5" homo_ev="-5.852 / -9.182" total_charge=0
C -1.047 0.092 2.889
N -0.407 0.000 1.911
S 0.114 -0.106 0.408
I -2.414 -2.504 1.257
H -0.916 -3.093 0.864
H -1.129 -0.092 3.915

---

(3)
8
Properties=species:S:1:pos:R:3 method="wB97M-V/def2-TZVPD" de_lowest_kcal_mol=20.46 spin_multiplicity=1 homo_lumo_gap_ev=4.8 homo_ev=0.590 total_charge=-2
C 1.436 0.633 0.833
O -1.248 -1.947 -0.732
O -2.195 -0.398 1.037
O -1.717 0.416 -1.309
P -1.567 -0.606 -0.246
I 3.353 0.806 -0.283
H 1.242 -0.323 0.246
H 0.697 1.419 0.454

---

(4)
8
Properties=species:S:1:pos:R:3 method="wB97M-V/def2-TZVPD" de_lowest_kcal_mol=82.83 spin_multiplicity=1 homo_lumo_gap_ev="6.8 / 7.0" homo_ev="-4.015 / -4.246" total_charge=-1
C 0.131 0.549 -0.233
O -3.195 -2.227 -0.884
O -2.407 -2.418 1.330
O -1.770 -0.374 0.079
S -2.787 -1.459 0.276
I -0.093 2.687 -0.048
H 0.582 0.008 0.625
H 0.615 0.507 -1.189

---

(5)
6
Properties=species:S:1:pos:R:3 method="wB97M-V/def2-TZVPD" de_lowest_kcal_mol=19.65 smiles="O=C=P.I" spin_multiplicity=1 homo_lumo_gap_ev=9.3 homo_ev=-9.026 total_charge=0
O -1.647 -0.813 -0.841
C -0.697 -0.153 -0.930
P 0.602 0.879 -0.985
H -0.158 1.491 -2.040
I -0.643 -2.647 2.020
H -1.373 -1.424 2.925

---

(6)
8
Properties=species:S:1:pos:R:3 method="wB97M-V/def2-TZVPD" spin_multiplicity=7 s_squared=12.0088 homo_lumo_gap_ev="6.9 / 7.5" homo_ev="-10.882 / -11.430" total_charge=+1
O -0.382 0.955 0.562
C 0.189 -0.311 0.735
O 0.428 -0.815 1.821
O 0.773 -0.634 -0.362
H -0.511 1.474 1.367
Li 1.915 -2.019 0.866
Sm -0.182 0.862 -1.983
H -1.843 -0.282 -2.076

---

(7)
7
Properties=species:S:1:pos:R:3 method="wB97M-V/def2-TZVPD" de_lowest_kcal_mol=122.19 smiles="C=N[N+](=O)[O-]" spin_multiplicity=1 homo_lumo_gap_ev=11.4 homo_ev=-11.140 total_charge=0
C -0.144 -0.774 0.790
N 0.599 0.133 0.369
N 0.247 0.769 -0.787
O -0.419 1.760 -0.584
O 0.619 0.415 -1.866
H 0.044 -1.073 1.785
H -0.946 -1.231 0.293

---

(8)
8
Properties=species:S:1:pos:R:3 method="wB97M-V/def2-TZVPD" de_lowest_kcal_mol=158.11 spin_multiplicity=1 homo_lumo_gap_ev="9.0 / 9.0" homo_ev="-8.921 / -8.920" total_charge=0
C 0.228 -0.036 -1.295
N -0.460 -0.933 -0.923
N 0.440 1.187 0.621
O 0.370 -1.977 1.227
O -0.582 0.424 1.179
S -0.758 -1.162 0.913
H 0.775 0.431 -2.073
H -0.013 2.066 0.350

---

(9)
9
Properties=species:S:1:pos:R:3 method="wB97M-V/def2-TZVPD" de_lowest_kcal_mol=90.68 smiles="O=[N+]([O-])N=C(S)S" spin_multiplicity=1 homo_lumo_gap_ev=10.0 homo_ev=-10.344 total_charge=0
O -2.619 0.236 -0.929
N -1.968 0.037 0.041
O -2.121 0.383 1.195
N -0.854 -0.688 -0.063
C 0.340 -0.338 0.035
S 1.606 -1.557 0.191
S 0.878 1.420 0.201
H 2.725 -0.720 -0.297
H 2.012 1.227 -0.374

---

(10)
8
Properties=species:S:1:pos:R:3 method="wB97M-V/def2-TZVPD" de_lowest_kcal_mol=95.23 smiles="O=[NH+][O-].C#[N+][O-]" spin_multiplicity=1 homo_lumo_gap_ev=10.6 homo_ev=-10.468 total_charge=0
O 1.048 0.641 1.207
N 0.799 -0.458 1.628
O 1.551 -1.370 1.818
H -0.228 -0.637 1.866
C -0.469 0.424 -1.271
N -1.148 -0.343 -0.747
O -1.827 -1.079 -0.117
H 0.217 0.999 -1.810

---

(11)
8
Properties=species:S:1:pos:R:3 method="wB97M-V/def2-TZVPD" de_lowest_kcal_mol=104.31 smiles="O=NC[N+](=O)[O-]" spin_multiplicity=1 homo_lumo_gap_ev=8.6 homo_ev=-9.748 total_charge=0
O -0.404 -1.800 0.614
N -0.763 -1.207 -0.367
C -0.743 0.256 -0.157
N 1.005 0.480 0.050
O 1.449 -0.326 0.812
O 1.519 1.240 -0.700
H -1.132 0.499 0.838
H -0.931 0.857 -1.089

---

(12)
8
Properties=species:S:1:pos:R:3 method="wB97M-V/def2-TZVPD" de_lowest_kcal_mol=65.36 spin_multiplicity=3 s_squared=2.0257 homo_lumo_gap_ev="9.3 / 7.5" homo_ev="-8.503 / -10.179" total_charge=0
C 0.350 0.208 0.019
N -1.805 1.820 2.289
N -0.752 2.048 2.765
O -2.330 1.008 1.573
O 0.606 1.118 0.731
O -0.211 2.829 3.484
H 0.049 0.206 -1.156
H 0.308 -0.732 0.494

---

| no. | energy (eV) |
| --- | --- |
| 1 | -25583.3283 |
| 2 | -21489.9892 |
| 3 | -24601.4533 |
| 4 | -26146.1238 |
| 5 | -20504.9070 |
| 6 | -25315.0854 |
| 7 | -8140.0719 |
| 8 | -18974.4719 |
| 9 | -29810.2181 |
| 10 | -10185.9665 |
| 11 | -10185.5727 |
| 12 | -10183.8320 |